Entry 1:
Molecular formula: C4H12
Method: DFT, the ωB97M-V functional and the def2-TZVPD basis

CARTESIAN COORDINATES (ANGSTROEM)
1 C -0.820 1.716 -1.505
2 C -1.485 1.674 -0.220
3 H 0.074 1.162 -1.621
4 H -1.735 1.746 -2.252
5 H -0.295 2.758 -1.648
6 H -0.802 1.327 0.625
7 H -2.446 1.144 -0.062
8 H -1.792 2.628 0.160
9 C 1.413 -1.610 1.531
10 C 0.985 -1.915 0.040
11 H 0.534 -1.210 2.143
12 H 1.605 -2.591 2.091
13 H 2.141 -0.900 1.795
14 H 0.642 -2.928 -0.077
15 H 1.871 -1.636 -0.632
16 H 0.111 -1.365 -0.366

Forces on atoms 1 to 2 (eV/Å):
C -1.2 4.0 -2.9
C -0.2 -0.8 4.7

Calculated values
* total energy: -159.53106 Eh
* SMILES: CC.CC
* LUMO energy: 1.11 eV
* energy above the lowest of the compared OMol25 structures with the same formula, charge and spin: 1.467 eV
* multiplicity: 1
* maximum force: 0.0982 Eh/bohr
* E_HOMO: -10.92 eV
* net charge: 0

These are the natural (NBO) partial charges, in e, on atoms 1 to 2:
1. C -0.629
2. C -0.628

***

Entry 2:
Molecular formula: C4H12
Method: DFT, the ωB97M-V functional and the def2-TZVPD basis

CARTESIAN COORDINATES (ANGSTROEM)
1 C -2.515 -1.445 1.208
2 C -1.452 -0.403 0.889
3 H -2.332 -2.086 2.072
4 H -3.517 -1.113 1.237
5 H -2.568 -2.200 0.411
6 H -1.741 0.631 1.059
7 H -1.287 -0.468 -0.184
8 H -0.501 -0.586 1.369
9 C 1.825 0.170 -1.028
10 C 2.095 1.685 -1.018
11 H 1.467 -0.165 -1.990
12 H 2.789 -0.233 -0.711
13 H 1.235 -0.061 -0.143
14 H 2.811 1.947 -1.803
15 H 2.493 2.074 -0.086
16 H 1.199 2.254 -1.283

Forces on atoms 1 to 2 (eV/Å):
C 0.6 -1.6 -0.4
C -0.3 0.0 -0.7

Calculated values
* total energy: -159.56845 Eh
* SMILES: CC.CC
* LUMO energy: 1.16 eV
* energy above the lowest of the compared OMol25 structures with the same formula, charge and spin: 0.450 eV
* multiplicity: 1
* maximum force: 0.0493 Eh/bohr
* E_HOMO: -11.44 eV
* net charge: 0

These are the natural (NBO) partial charges, in e, on atoms 1 to 2:
1. C -0.617
2. C -0.616

***

Entry 3:
Molecular formula: C4H12
Method: DFT, the ωB97M-V functional and the def2-TZVPD basis

CARTESIAN COORDINATES (ANGSTROEM)
1 C 1.053 2.772 0.517
2 C 0.242 1.489 0.240
3 H 1.572 2.736 1.478
4 H 1.861 2.897 -0.207
5 H 0.413 3.650 0.453
6 H 0.949 0.694 -0.008
7 H -0.388 1.731 -0.615
8 H -0.208 1.209 1.188
9 C -0.524 -2.479 -1.065
10 C -0.833 -1.790 0.245
11 H -0.547 -1.840 -1.947
12 H 0.475 -2.927 -1.022
13 H -1.257 -3.277 -1.238
14 H -0.925 -2.533 1.045
15 H -0.100 -1.061 0.589
16 H -1.785 -1.271 0.347

Forces on atoms 1 to 2 (eV/Å):
C 0.5 -0.2 -0.2
C 1.5 1.0 0.3

Calculated values
* total energy: -159.57408 Eh
* SMILES: CC.CC
* LUMO energy: 1.15 eV
* energy above the lowest of the compared OMol25 structures with the same formula, charge and spin: 0.296 eV
* multiplicity: 1
* maximum force: 0.0361 Eh/bohr
* E_HOMO: -11.66 eV
* net charge: 0

These are the natural (NBO) partial charges, in e, on atoms 1 to 2:
1. C -0.602
2. C -0.611

***

Entry 4:
Molecular formula: C4H12
Method: DFT, the ωB97M-V functional and the def2-TZVPD basis

CARTESIAN COORDINATES (ANGSTROEM)
1 C -1.831 -1.123 2.078
2 C -2.437 -0.938 0.631
3 H -2.667 -0.892 2.830
4 H -1.463 -2.127 2.279
5 H -1.035 -0.335 2.268
6 H -3.334 -0.309 0.852
7 H -1.805 -0.574 -0.072
8 H -2.942 -1.810 0.142
9 C 2.086 0.987 -2.057
10 C 2.262 1.208 -0.636
11 H 1.749 -0.019 -2.345
12 H 1.558 1.626 -2.652
13 H 3.089 0.882 -2.543
14 H 2.197 2.181 -0.231
15 H 3.177 0.676 -0.272
16 H 1.394 0.567 -0.275

Forces on atoms 1 to 2 (eV/Å):
C -0.8 1.1 0.1
C -3.4 -1.5 3.1

Calculated values
* total energy: -159.53955 Eh
* SMILES: CC.CC
* LUMO energy: 1.03 eV
* energy above the lowest of the compared OMol25 structures with the same formula, charge and spin: 1.236 eV
* multiplicity: 1
* maximum force: 0.0994 Eh/bohr
* E_HOMO: -10.85 eV
* net charge: 0

These are the natural (NBO) partial charges, in e, on atoms 1 to 2:
1. C -0.613
2. C -0.612

***

Entry 5:
Molecular formula: C4H12
Method: DFT, the ωB97M-V functional and the def2-TZVPD basis

CARTESIAN COORDINATES (ANGSTROEM)
1 C -0.857 2.000 1.976
2 C 0.032 1.626 0.714
3 H -0.205 1.876 2.833
4 H -1.259 2.925 1.746
5 H -1.641 1.186 1.983
6 H 0.621 2.515 0.416
7 H -0.754 1.563 -0.133
8 H 0.715 0.764 0.819
9 C 0.660 -1.776 -2.027
10 C 0.198 -1.811 -0.607
11 H 1.519 -1.233 -2.237
12 H 0.886 -2.834 -2.328
13 H -0.101 -1.475 -2.567
14 H 0.806 -2.484 -0.007
15 H 0.262 -0.786 0.006
16 H -0.882 -2.056 -0.586

Forces on atoms 1 to 2 (eV/Å):
C 1.5 -4.2 -1.5
C -1.6 1.5 -0.9

Calculated values
* total energy: -159.54144 Eh
* SMILES: CC.CC
* LUMO energy: 1.14 eV
* energy above the lowest of the compared OMol25 structures with the same formula, charge and spin: 1.185 eV
* multiplicity: 1
* maximum force: 0.0984 Eh/bohr
* E_HOMO: -11.01 eV
* net charge: 0

These are the natural (NBO) partial charges, in e, on atoms 1 to 2:
1. C -0.603
2. C -0.604

***

Entry 6:
Molecular formula: C4H12
Method: DFT, the ωB97M-V functional and the def2-TZVPD basis

CARTESIAN COORDINATES (ANGSTROEM)
1 C -0.975 -0.273 2.092
2 C -0.420 1.112 2.327
3 H -1.562 -0.259 1.170
4 H -0.229 -1.053 1.969
5 H -1.679 -0.538 2.883
6 H 0.658 1.183 2.155
7 H -0.502 1.524 3.331
8 H -0.898 1.856 1.689
9 C 1.013 -0.247 -1.515
10 C 0.388 -0.591 -2.904
11 H 1.557 0.686 -1.628
12 H 0.218 0.004 -0.815
13 H 1.628 -1.058 -1.148
14 H -0.683 -0.774 -2.923
15 H 0.667 0.176 -3.618
16 H 0.820 -1.553 -3.198

Forces on atoms 1 to 2 (eV/Å):
C -0.8 0.0 -0.1
C 0.9 1.0 0.1

Calculated values
* total energy: -159.57105 Eh
* SMILES: CC.CC
* LUMO energy: 1.14 eV
* energy above the lowest of the compared OMol25 structures with the same formula, charge and spin: 0.379 eV
* multiplicity: 1
* maximum force: 0.0321 Eh/bohr
* E_HOMO: -11.68 eV
* net charge: 0

These are the natural (NBO) partial charges, in e, on atoms 1 to 2:
1. C -0.617
2. C -0.619

***

Entry 7:
Molecular formula: C4H12
Method: DFT, the ωB97M-V functional and the def2-TZVPD basis

CARTESIAN COORDINATES (ANGSTROEM)
1 C -2.545 1.371 0.206
2 C -1.416 0.734 -0.613
3 H -3.224 0.440 0.543
4 H -1.976 1.875 1.049
5 H -3.132 2.045 -0.378
6 H -1.651 0.573 -1.661
7 H -0.811 -0.119 -0.342
8 H -0.335 1.328 -0.571
9 C 2.448 -0.853 -0.309
10 C 1.395 -1.297 0.784
11 H 2.111 0.114 -0.778
12 H 3.472 -0.638 0.034
13 H 2.606 -1.604 -1.045
14 H 1.156 -2.367 1.051
15 H 0.402 -0.952 0.378
16 H 1.501 -0.648 1.654

Forces on atoms 1 to 2 (eV/Å):
C 1.1 -3.1 1.7
C 3.6 1.8 -1.1

Calculated values
* total energy: -159.52658 Eh
* SMILES: CC.CC
* LUMO energy: 1.12 eV
* energy above the lowest of the compared OMol25 structures with the same formula, charge and spin: 1.589 eV
* multiplicity: 1
* maximum force: 0.0817 Eh/bohr
* E_HOMO: -10.63 eV
* net charge: 0

These are the natural (NBO) partial charges, in e, on atoms 1 to 2:
1. C -0.619
2. C -0.617

***

Entry 8:
Molecular formula: C4H12
Method: DFT, the ωB97M-V functional and the def2-TZVPD basis

CARTESIAN COORDINATES (ANGSTROEM)
1 C 1.458 -1.271 -0.890
2 C 0.421 -1.640 -1.966
3 H 1.249 -1.817 0.025
4 H 2.463 -1.625 -1.155
5 H 1.557 -0.206 -0.733
6 H 0.893 -2.251 -2.744
7 H -0.380 -2.213 -1.501
8 H -0.002 -0.765 -2.441
9 C -0.547 1.122 1.961
10 C -1.341 1.865 0.898
11 H -0.420 1.690 2.873
12 H -1.068 0.215 2.264
13 H 0.426 0.744 1.666
14 H -0.708 2.265 0.097
15 H -1.955 2.681 1.268
16 H -2.047 1.206 0.376

Forces on atoms 1 to 2 (eV/Å):
C 0.6 -0.7 -0.4
C 0.5 -0.2 0.2

Calculated values
* total energy: -159.57451 Eh
* SMILES: CC.CC
* LUMO energy: 1.16 eV
* energy above the lowest of the compared OMol25 structures with the same formula, charge and spin: 0.285 eV
* multiplicity: 1
* maximum force: 0.0202 Eh/bohr
* E_HOMO: -11.67 eV
* net charge: 0

These are the natural (NBO) partial charges, in e, on atoms 1 to 2:
1. C -0.615
2. C -0.613

***

Entry 9:
Molecular formula: C4H12
Method: DFT, the ωB97M-V functional and the def2-TZVPD basis

CARTESIAN COORDINATES (ANGSTROEM)
1 C 0.849 1.789 -0.359
2 C 2.068 0.899 -0.630
3 H 0.405 2.093 -1.308
4 H 0.020 1.383 0.219
5 H 1.114 2.671 0.225
6 H 1.903 -0.173 -0.498
7 H 2.830 1.158 0.100
8 H 2.454 1.019 -1.639
9 C -1.931 -0.874 0.848
10 C -0.997 -1.816 0.133
11 H -2.047 -1.102 1.909
12 H -1.562 0.148 0.801
13 H -2.918 -0.881 0.386
14 H -0.813 -1.383 -0.858
15 H -1.278 -2.863 0.091
16 H 0.044 -1.868 0.483

Forces on atoms 1 to 2 (eV/Å):
C -0.4 0.2 -0.3
C -0.2 -0.3 0.7

Calculated values
* total energy: -159.57358 Eh
* SMILES: CC.CC
* LUMO energy: 1.19 eV
* energy above the lowest of the compared OMol25 structures with the same formula, charge and spin: 0.310 eV
* multiplicity: 1
* maximum force: 0.0316 Eh/bohr
* E_HOMO: -11.53 eV
* net charge: 0

These are the natural (NBO) partial charges, in e, on atoms 1 to 2:
1. C -0.616
2. C -0.615

***

Entry 10:
Molecular formula: C4H12
Method: DFT, the ωB97M-V functional and the def2-TZVPD basis

CARTESIAN COORDINATES (ANGSTROEM)
1 C 1.773 -0.330 -1.045
2 C 2.594 0.172 0.198
3 H 1.489 0.463 -1.630
4 H 2.402 -1.116 -1.444
5 H 0.838 -0.816 -0.632
6 H 3.697 0.011 -0.056
7 H 2.311 -0.357 1.043
8 H 2.382 1.224 0.416
9 C -2.342 -0.615 0.143
10 C -2.049 0.827 0.644
11 H -1.480 -1.061 -0.394
12 H -2.455 -1.308 0.915
13 H -3.230 -0.570 -0.481
14 H -1.055 1.245 0.282
15 H -2.120 0.649 1.767
16 H -2.756 1.581 0.274

Forces on atoms 1 to 2 (eV/Å):
C 0.0 -2.2 3.9
C 1.1 0.9 -2.6

Calculated values
* total energy: -159.55117 Eh
* SMILES: CC.CC
* LUMO energy: 1.13 eV
* energy above the lowest of the compared OMol25 structures with the same formula, charge and spin: 0.920 eV
* multiplicity: 1
* maximum force: 0.0868 Eh/bohr
* E_HOMO: -11.51 eV
* net charge: 0

These are the natural (NBO) partial charges, in e, on atoms 1 to 2:
1. C -0.604
2. C -0.599